1.
{"formula": "C19H35N3OP2RhS4", "method": "ωB97M-V/def2-TZVPD", "homo_ha": [-0.581, -0.629], "largest_force_ev_per_a": 0.92, "multiplicity": 5, "charge": 3, "s2": 6.01, "elements": ["Rh", "C", "P", "C", "C", "C", "C", "C", "C", "C", "P", "C", "C", "H", "H", "H", "H", "H", "H", "H", "H", "H", "H", "H", "H", "H", "H", "H", "H", "S", "C", "N", "C", "C", "S", "H", "H", "H", "H", "H", "S", "C", "N", "C", "C", "C", "N", "H", "H", "H", "H", "H", "H", "H", "H", "C", "S", "C", "O", "H", "H", "H", "H", "H", "H"], "positions_angstrom": [[-0.073, 0.557, 0.774], [-1.475, -2.644, 2.142], [-0.172, -1.391, 2.302], [-0.273, -0.852, 4.041], [1.415, -2.271, 2.211], [1.577, -3.444, 2.948], [2.793, -4.106, 2.941], [3.855, -3.604, 2.202], [3.702, -2.442, 1.463], [2.480, -1.772, 1.458], [2.262, -0.299, 0.415], [2.639, -0.876, -1.267], [3.654, 0.813, 0.794], [-1.504, -3.260, 3.040], [-1.288, -3.265, 1.267], [-2.430, -2.136, 2.023], [-0.171, -1.733, 4.675], [-1.236, -0.377, 4.229], [0.531, -0.154, 4.264], [0.761, -3.849, 3.534], [2.915, -5.015, 3.515], [4.804, -4.123, 2.191], [4.540, -2.066, 0.888], [3.620, -1.351, -1.276], [2.646, -0.026, -1.950], [1.893, -1.596, -1.603], [4.594, 0.282, 0.637], [3.611, 1.166, 1.823], [3.618, 1.665, 0.114], [-0.360, 0.420, -1.770], [-1.297, 1.722, -2.297], [-1.882, 1.776, -3.470], [-2.713, 2.939, -3.780], [-2.360, 4.026, -2.762], [-1.519, 3.172, -1.376], [-1.821, 0.999, -4.117], [-3.766, 2.660, -3.722], [-2.509, 3.278, -4.794], [-3.238, 4.530, -2.367], [-1.672, 4.766, -3.163], [-0.285, 2.303, 2.293], [0.665, 3.741, 2.607], [1.139, 4.482, 1.625], [1.859, 5.745, 1.854], [1.414, 6.346, 3.178], [1.535, 5.306, 4.281], [0.841, 4.076, 3.867], [0.963, 4.187, 0.678], [1.634, 6.417, 1.029], [2.934, 5.554, 1.856], [0.380, 6.687, 3.103], [2.034, 7.206, 3.418], [1.078, 5.660, 5.202], [2.581, 5.073, 4.488], [0.461, 3.472, 4.579], [-4.686, -1.057, 0.095], [-3.656, 0.418, 0.046], [-4.483, 1.364, 1.337], [-2.331, -0.009, 0.665], [-4.727, -1.466, 1.104], [-4.258, -1.784, -0.592], [-5.683, -0.774, -0.241], [-5.524, 1.508, 1.049], [-3.983, 2.327, 1.421], [-4.414, 0.814, 2.275]], "forces_ev_per_angstrom": [[-0.4, 0.6, -0.6], [0.0, 0.2, -0.2], [0.2, -0.6, 0.5], [-0.1, 0.1, -0.2], [-0.2, 0.1, 0.0], [0.0, 0.0, 0.0], [0.0, 0.0, 0.0], [0.1, 0.0, 0.0], [0.0, 0.0, 0.0], [-0.1, 0.2, -0.1], [0.6, -0.6, 0.0], [-0.2, 0.2, 0.0], [-0.3, 0.2, 0.0], [0.1, 0.0, 0.0], [0.0, 0.0, 0.0], [0.0, 0.0, 0.0], [0.0, 0.0, 0.0], [0.0, 0.0, 0.0], [0.0, 0.0, 0.0], [0.0, 0.0, 0.0], [0.0, 0.0, 0.0], [0.0, 0.0, 0.0], [0.0, 0.0, 0.0], [0.0, 0.0, 0.0], [0.0, 0.0, 0.0], [0.0, 0.0, 0.0], [0.0, 0.0, 0.0], [0.0, 0.0, 0.0], [0.0, 0.0, 0.0], [0.2, -0.1, 0.3], [-0.1, 0.3, -0.1], [0.1, -0.1, 0.1], [-0.2, 0.2, -0.1], [0.1, 0.0, 0.2], [-0.2, -0.1, 0.0], [0.0, 0.0, 0.0], [0.0, -0.1, 0.0], [0.0, 0.0, 0.0], [0.0, 0.0, -0.1], [0.0, 0.0, 0.0], [-0.5, -0.3, 0.2], [0.3, 0.0, -0.3], [0.1, 0.0, 0.0], [0.1, 0.2, 0.1], [-0.1, -0.2, 0.0], [0.1, 0.3, 0.0], [0.0, 0.0, 0.0], [-0.1, -0.1, 0.0], [0.0, -0.1, 0.0], [0.0, 0.0, 0.0], [0.0, 0.0, 0.0], [0.0, 0.0, 0.0], [0.0, -0.1, 0.0], [0.0, 0.0, 0.0], [0.0, 0.0, 0.0], [0.1, 0.2, 0.0], [-0.5, 0.0, 0.0], [0.1, -0.1, -0.2], [0.5, -0.1, 0.6], [0.0, 0.1, 0.0], [0.0, 0.0, 0.0], [0.0, 0.0, 0.0], [0.0, 0.0, 0.0], [0.0, 0.0, 0.0], [0.0, 0.0, 0.0]]}



2.
{"formula": "C9H9ClP", "method": "ωB97M-V/def2-TZVPD", "homo_ha": -0.499, "largest_force_ev_per_a": 5.66, "multiplicity": 1, "charge": 1, "elements": ["C", "C", "C", "C", "C", "C", "C", "C", "C", "P", "Cl", "H", "H", "H", "H", "H", "H", "H", "H", "H"], "positions_angstrom": [[2.203, -2.261, 0.826], [2.302, -1.274, -0.131], [0.901, -2.598, 1.370], [1.206, -0.767, -0.749], [-0.196, -2.072, 0.837], [-0.091, -1.049, -0.149], [-0.513, 2.363, 0.800], [-1.089, 2.703, -0.168], [-1.615, 3.165, -1.427], [-1.478, -0.265, -0.878], [-3.076, -0.657, 0.209], [3.119, -2.628, 1.347], [3.231, -0.880, -0.534], [0.621, -3.230, 2.271], [1.218, -0.106, -1.587], [-1.119, -2.215, 1.417], [-0.196, 1.970, 1.815], [-1.796, 4.218, -1.361], [-2.620, 2.654, -1.695], [-1.011, 2.930, -2.211]], "forces_ev_per_angstrom": [[-0.6, -0.3, 2.5], [1.3, -0.1, -1.2], [2.1, -1.7, 1.0], [-3.4, 0.0, 1.3], [-1.8, 2.5, 0.2], [-0.1, -0.9, -1.1], [1.6, -2.2, 5.0], [-1.0, 0.5, -2.7], [-3.7, -0.5, 1.3], [1.0, 0.5, -0.1], [0.1, -0.2, 0.2], [-0.9, 0.2, -0.7], [0.3, -0.6, 0.4], [1.6, 0.4, -1.2], [0.4, 0.5, -0.4], [0.1, 0.0, -0.8], [-0.4, 0.9, -2.0], [-0.1, 0.6, -0.2], [1.4, 0.9, 0.7], [2.0, -0.4, -2.2]]}



3.
{"formula": "C11H17NOSSi", "method": "ωB97M-V/def2-TZVPD", "homo_ha": -0.320, "largest_force_ev_per_a": 4.93, "smiles": "COc1ccc([Si@@]2(C)NC[C@@H](C)S2)cc1", "multiplicity": 1, "charge": 0, "elements": ["O", "S", "C", "C", "C", "C", "C", "C", "N", "C", "C", "C", "C", "C", "Si", "H", "H", "H", "H", "H", "H", "H", "H", "H", "H", "H", "H", "H", "H", "H", "H", "H"], "positions_angstrom": [[2.442, -2.664, 3.185], [-1.363, -0.182, -2.369], [1.848, -1.723, 0.861], [0.299, -1.634, 2.730], [0.874, -1.044, 0.082], [-0.604, -0.859, 2.035], [1.559, -1.962, 2.202], [-0.318, -0.611, 0.718], [-0.816, 2.109, -0.408], [3.752, -2.166, 3.200], [-0.642, 1.712, -4.193], [-0.332, 2.195, -1.722], [-1.206, 1.431, -2.806], [-3.217, 0.357, 0.348], [-1.450, 0.452, -0.267], [2.729, -2.008, 0.383], [0.331, -1.634, 3.819], [0.984, -0.700, -0.947], [-1.557, -0.587, 2.456], [-1.601, 2.657, -0.297], [4.381, -2.845, 3.843], [4.244, -2.145, 2.214], [3.780, -1.245, 3.763], [-1.172, 1.163, -5.010], [0.421, 1.330, -4.265], [-0.701, 2.807, -4.405], [0.679, 1.689, -1.763], [-0.136, 3.212, -1.963], [-2.174, 1.949, -2.721], [-3.581, 0.891, 1.235], [-3.641, -0.684, 0.603], [-3.811, 0.738, -0.542]], "forces_ev_per_angstrom": [[-2.0, 1.2, -2.6], [-0.3, -3.1, 1.5], [-1.8, 0.8, -0.1], [2.0, 1.0, 1.5], [-0.4, 0.2, 2.1], [0.3, -1.4, 0.0], [0.3, -1.3, 1.4], [0.4, 0.3, -1.9], [0.0, -3.0, 1.1], [1.3, -1.1, 0.9], [0.7, -0.5, -0.9], [2.1, -1.3, -2.1], [0.5, 4.9, -0.4], [-1.8, -0.8, -0.3], [0.0, -0.6, 0.4], [1.5, -0.5, -0.4], [-0.7, -0.6, -0.1], [0.5, -0.6, 0.2], [0.0, 0.3, 0.3], [-1.9, 2.0, 0.4], [-0.8, 0.2, -0.7], [-0.3, 0.3, 0.3], [0.1, 0.8, -0.4], [0.1, 0.5, 0.7], [-1.0, 0.7, 0.2], [0.2, -0.9, 0.1], [-0.8, 0.4, 0.0], [-0.1, 1.0, -0.6], [-0.1, -0.1, -0.3], [0.6, 0.5, -0.2], [1.0, 1.2, -0.9], [0.4, -0.4, 1.0]]}



4.
{"formula": "C19H21N3O2", "method": "ωB97M-V/def2-TZVPD", "homo_ha": -0.319, "largest_force_ev_per_a": 0.92, "smiles": "Cc1ccc(CNC(=O)c2ccc(Cn3nc(C)cc3C)o2)cc1", "multiplicity": 1, "charge": 0, "elements": ["C", "C", "C", "C", "C", "C", "C", "H", "H", "C", "N", "C", "O", "C", "C", "C", "C", "O", "C", "N", "C", "C", "C", "N", "C", "H", "H", "H", "H", "C", "H", "H", "H", "H", "H", "H", "H", "H", "H", "H", "H", "H", "H", "H", "H"], "positions_angstrom": [[6.513, 2.775, 0.052], [5.723, 1.501, 0.047], [4.602, 1.367, -0.764], [3.885, 0.187, -0.792], [4.271, -0.892, -0.006], [5.384, -0.761, 0.810], [6.104, 0.421, 0.832], [6.972, 0.505, 1.470], [5.697, -1.590, 1.429], [3.463, -2.164, -0.035], [2.103, -1.936, 0.408], [1.047, -2.009, -0.441], [1.148, -2.355, -1.601], [-0.246, -1.651, 0.178], [-0.585, -1.071, 1.378], [-1.991, -0.970, 1.388], [-2.415, -1.495, 0.197], [-1.366, -1.896, -0.534], [-3.788, -1.648, -0.378], [-4.533, -0.421, -0.301], [-4.306, 0.733, -0.975], [-5.255, 1.626, -0.532], [-6.015, 0.923, 0.422], [-5.558, -0.310, 0.548], [-7.177, 1.414, 1.210], [-6.896, 2.286, 1.798], [-7.991, 1.702, 0.545], [-7.522, 0.628, 1.875], [-5.389, 2.641, -0.847], [-3.218, 0.874, -1.975], [-3.258, 1.863, -2.422], [-2.242, 0.740, -1.510], [-3.318, 0.129, -2.765], [-4.361, -2.388, 0.189], [-3.695, -1.979, -1.417], [-2.610, -0.566, 2.162], [0.074, -0.743, 2.157], [1.973, -1.585, 1.342], [3.928, -2.926, 0.598], [3.386, -2.544, -1.058], [3.019, 0.092, -1.431], [4.291, 2.198, -1.383], [5.857, 3.637, -0.044], [7.092, 2.871, 0.967], [7.205, 2.786, -0.790]], "forces_ev_per_angstrom": [[0.0, 0.0, -0.1], [0.0, 0.0, 0.1], [0.0, -0.1, 0.0], [0.0, 0.0, 0.0], [0.1, -0.1, 0.1], [-0.1, -0.1, -0.1], [0.0, 0.1, 0.0], [0.1, 0.0, 0.1], [0.0, -0.1, 0.1], [0.0, 0.0, -0.1], [0.1, 0.0, 0.2], [-0.1, -0.1, 0.1], [-0.1, 0.0, -0.2], [0.0, 0.4, 0.8], [0.3, -0.3, -0.7], [-0.4, -0.2, -0.5], [-0.2, 0.4, 0.8], [0.1, -0.2, -0.4], [0.3, -0.3, -0.1], [0.0, 0.5, -0.3], [-0.1, 0.1, 0.0], [0.2, -0.2, 0.0], [0.3, -0.1, -0.2], [-0.6, -0.3, 0.6], [0.0, -0.1, 0.0], [-0.1, 0.0, 0.1], [-0.1, 0.0, 0.0], [-0.1, 0.0, 0.1], [0.0, 0.2, -0.1], [0.0, -0.1, 0.0], [0.0, 0.0, 0.0], [0.1, 0.0, 0.0], [0.1, 0.0, -0.1], [0.1, 0.1, -0.2], [-0.1, 0.0, 0.1], [-0.2, 0.1, 0.1], [0.2, 0.0, 0.1], [-0.1, 0.0, -0.1], [0.0, 0.1, -0.1], [0.1, 0.0, 0.2], [-0.1, 0.0, -0.1], [0.0, 0.1, -0.1], [0.0, 0.1, 0.0], [0.0, 0.1, 0.0], [0.1, 0.1, 0.0]]}



5.
{"formula": "CH2N4O2S", "method": "ωB97M-V/def2-TZVPD", "homo_ha": -0.369, "largest_force_ev_per_a": 0.83, "smiles": "O=c1n(O)nnn1S", "multiplicity": 1, "charge": 0, "elements": ["C", "H", "H", "N", "N", "N", "N", "O", "O", "S"], "positions_angstrom": [[0.063, -0.485, 0.505], [-2.983, 0.446, 0.713], [2.870, -0.450, -0.053], [-0.996, -0.043, -0.292], [-0.564, 0.832, -1.258], [0.686, 0.971, -1.146], [1.094, 0.176, -0.125], [2.360, 0.282, 0.348], [0.079, -1.230, 1.460], [-2.609, -0.500, -0.152]], "forces_ev_per_angstrom": [[-0.1, -0.3, 0.5], [0.0, 0.2, 0.2], [-0.3, 0.3, 0.2], [0.2, 0.0, 0.1], [0.4, 0.1, 0.0], [-0.4, -0.3, 0.3], [0.2, 0.1, -0.2], [0.1, -0.3, -0.2], [0.0, 0.5, -0.7], [0.0, -0.2, -0.2]]}



6.
{"formula": "C4H6N2O", "method": "ωB97M-V/def2-TZVPD", "homo_ha": -0.318, "largest_force_ev_per_a": 4.35, "multiplicity": 1, "charge": 0, "elements": ["C", "C", "C", "C", "N", "N", "O", "H", "H", "H", "H", "H", "H"], "positions_angstrom": [[-0.894, -1.469, -0.172], [1.133, 0.598, 0.003], [-1.207, 0.003, -0.246], [-0.190, 0.930, 0.468], [0.246, -1.958, 0.034], [2.157, 1.262, -0.258], [1.352, -1.275, 0.121], [-1.756, -2.231, -0.313], [-1.203, 0.110, -1.385], [-2.147, 0.363, 0.128], [-0.286, 0.785, 1.660], [-0.272, 2.061, 0.323], [3.066, 0.822, -0.364]], "forces_ev_per_angstrom": [[-2.1, -0.4, 0.9], [3.9, -1.9, 0.5], [0.6, 0.7, -1.8], [-0.7, 0.6, 1.7], [-0.2, -2.0, -0.3], [-2.0, -0.9, 0.6], [0.1, 4.2, -0.1], [1.6, 1.4, 0.3], [-0.1, 0.8, 1.3], [-0.8, -0.7, -0.1], [0.5, 0.0, -2.7], [-0.5, -1.5, -0.1], [-0.3, -0.4, -0.2]]}